Entry 1:
{
  "formula": "C5H9NO",
  "method": "the ωB97M-V functional and the def2-TZVPD basis",
  "e_tot_ha": -325.77633,
  "homo_lumo_gap_ev": 9.91,
  "max_force_ev_per_a": 2.9,
  "spin_multiplicity": 1,
  "elements": ["C", "C", "C", "C", "C", "O", "N", "H", "H", "H", "H", "H", "H", "H", "H", "H"],
  "xyz": [[-1.91586, 0.26539, -0.36951], [-0.50129, 0.77348, -0.03711], [0.35287, -0.44555, -0.05234], [1.59332, -0.65899, 0.68037], [1.55866, -0.54836, -0.86974], [-0.61607, -1.51047, -0.14397], [-1.91669, -1.05535, 0.19492], [-2.68689, 0.94116, 0.08890], [-2.19596, 0.26537, -1.50461], [-0.16259, 1.62338, -0.66338], [-0.57788, 0.93820, 1.07831], [1.85089, -1.60837, 1.18866], [2.22690, 0.06981, 1.26205], [1.94424, 0.40967, -1.21489], [1.74628, -1.55524, -1.40632], [-2.21364, -1.18373, 1.19462]],
  "mulliken_charge": [-0.52, -0.33, 0.78, -0.88, -0.79, -0.38, -0.26, 0.30, 0.23, 0.37, 0.23, 0.25, 0.24, 0.26, 0.24, 0.26]
}



Entry 2:
{
  "formula": "C5H14N2O",
  "method": "the ωB97M-V functional and the def2-TZVPD basis",
  "e_tot_ha": -383.62860,
  "homo_lumo_gap_ev": 8.71,
  "max_force_ev_per_a": 1.8,
  "spin_multiplicity": 1,
  "elements": ["C", "C", "C", "N", "C", "C", "N", "H", "H", "H", "H", "H", "H", "H", "H", "H", "H", "H", "H", "O", "H", "H"],
  "xyz": [[0.81045, 1.82710, -0.02782], [0.14407, 0.62108, -0.67456], [0.72124, -0.09490, -1.62613], [2.04915, 0.06888, -2.07982], [-1.24138, 0.35173, -0.16324], [-1.22506, -0.33664, 1.22990], [-2.55584, -0.79227, 1.62503], [0.97241, 2.54788, -0.84395], [1.84211, 1.60772, 0.26847], [0.24252, 2.29867, 0.76446], [0.23928, -0.97223, -2.03874], [2.08941, -0.06686, -3.08022], [2.43149, 0.97269, -1.83773], [-1.73194, -0.34689, -0.85129], [-1.89003, 1.22228, -0.06189], [-0.50382, -1.13745, 1.20186], [-0.92750, 0.41634, 1.94975], [-3.26065, -0.16678, 1.25457], [-2.83852, -1.71708, 1.33224], [1.48823, -1.94397, 1.56178], [2.03267, -1.58849, 0.85117], [1.11170, -2.77079, 1.24618]],
  "mulliken_charge": [-1.63, 0.85, -0.35, -0.57, -1.03, -0.05, -0.61, 0.41, 0.34, 0.35, 0.38, 0.24, 0.24, 0.31, 0.37, 0.07, 0.23, 0.24, 0.24, -0.66, 0.31, 0.31]
}



Entry 3:
{
  "formula": "C40H38N8OS4Ti",
  "method": "the ωB97M-V functional and the def2-TZVPD basis",
  "e_tot_ha": -4502.62420,
  "homo_lumo_gap_ev": [5.21, 6.33],
  "max_force_ev_per_a": 1.2,
  "spin_multiplicity": 3,
  "elements": ["Ti", "C", "C", "C", "C", "C", "C", "C", "N", "N", "C", "C", "C", "C", "C", "C", "N", "C", "C", "C", "C", "C", "C", "N", "H", "H", "H", "H", "H", "H", "H", "H", "H", "H", "H", "H", "H", "H", "H", "H", "H", "H", "H", "H", "C", "C", "N", "N", "C", "N", "S", "C", "C", "C", "C", "C", "N", "H", "H", "H", "H", "H", "H", "H", "H", "H", "O", "C", "C", "C", "C", "C", "S", "C", "C", "C", "C", "S", "C", "C", "C", "C", "S", "H", "H", "H", "H", "H", "H", "H", "H", "H"],
  "xyz": [[-0.46556, 0.56539, -0.05469], [-1.20266, -2.36533, 0.66402], [-0.27783, -3.16034, -0.23126], [0.46913, -2.45416, -1.33410], [0.98518, -3.25468, -2.34862], [1.79591, -2.70549, -3.31988], [2.08033, -1.35396, -3.24324], [1.48875, -0.61824, -2.23886], [0.67925, -1.13700, -1.30366], [-0.53814, -1.32682, 1.48479], [0.52270, -1.92341, 2.32753], [1.87228, -2.20096, 1.70781], [2.54915, -3.37942, 2.01363], [3.80772, -3.58148, 1.47458], [4.34910, -2.60507, 0.65162], [3.60296, -1.46197, 0.41648], [2.39497, -1.26286, 0.93412], [-1.55642, -0.81184, 2.42204], [-1.24926, 0.57718, 2.90269], [-1.19776, 0.90736, 4.24667], [-1.03577, 2.23682, 4.60346], [-0.94280, 3.18956, 3.60322], [-0.97038, 2.76987, 2.28482], [-1.10276, 1.49190, 1.93800], [-1.71184, -3.07353, 1.33494], [-1.96613, -1.86115, 0.07457], [-0.87939, -3.95062, -0.68658], [0.46734, -3.68142, 0.37622], [0.75072, -4.31145, -2.35454], [2.19414, -3.31791, -4.11831], [2.70853, -0.85842, -3.96948], [1.65987, 0.44602, -2.18054], [0.13486, -2.86380, 2.74456], [0.67918, -1.25416, 3.17851], [2.09117, -4.12509, 2.65170], [4.35539, -4.49041, 1.68742], [5.32587, -2.72408, 0.20379], [3.98536, -0.66520, -0.21318], [-1.68648, -1.49489, 3.27075], [-2.50160, -0.77694, 1.88241], [-1.30261, 0.13207, 4.99441], [-0.99096, 2.52477, 5.64563], [-0.83377, 4.24020, 3.83111], [-0.85886, 3.47465, 1.46890], [1.37602, 3.83445, -2.31714], [0.94965, 2.82264, -1.29697], [0.01378, 1.89582, -1.58266], [-0.43845, 2.11181, -2.88280], [-1.09728, 1.27876, -3.65309], [-1.36774, 1.86402, -4.88571], [-1.69072, -0.31608, -3.49522], [1.59404, 2.72398, -0.04526], [2.57408, 3.63674, 0.43407], [3.17390, 3.43659, 1.63984], [2.80054, 2.31149, 2.41790], [1.84836, 1.47507, 1.91362], [1.23732, 1.63679, 0.72354], [1.42305, 3.36919, -3.29910], [0.64917, 4.64734, -2.40160], [2.34531, 4.26056, -2.07141], [-1.35333, 2.87207, -4.88162], [-2.12890, 1.43152, -5.38041], [2.83296, 4.49977, -0.16051], [3.91834, 4.13346, 2.00279], [3.23843, 2.11706, 3.38630], [1.52133, 0.62448, 2.49700], [-2.29098, 0.52770, -0.26438], [-3.64368, 0.93726, -0.30113], [-3.86182, 1.85843, -1.49665], [-3.12755, 2.95768, -1.82109], [-3.64307, 3.65776, -2.94271], [-4.76317, 3.07014, -3.44702], [-5.18289, 1.66340, -2.57654], [-4.07846, 1.72804, 0.94631], [-4.26525, 3.07544, 1.06903], [-4.64039, 3.48815, 2.37494], [-4.75018, 2.44233, 3.23606], [-4.42468, 0.96097, 2.45513], [-4.51433, -0.30918, -0.46139], [-4.17991, -1.42772, -1.16533], [-5.24803, -2.35576, -1.28197], [-6.38694, -1.91216, -0.68353], [-6.16573, -0.38004, 0.03501], [-2.23216, 3.24386, -1.29016], [-3.19039, 4.54645, -3.35931], [-5.35097, 3.37615, -4.29737], [-4.15288, 3.76041, 0.24300], [-4.83163, 4.51571, 2.64894], [-5.03390, 2.45658, 4.27630], [-3.21889, -1.52825, -1.64708], [-5.17332, -3.29902, -1.80359], [-7.34290, -2.40600, -0.61618]],
  "mulliken_spin": [0.89, 0.01, -0.01, 0.02, 0.00, 0.00, 0.01, 0.00, -0.06, -0.01, 0.03, 0.01, 0.00, 0.00, 0.00, 0.00, 0.01, 0.00, 0.04, -0.01, 0.02, -0.01, 0.09, -0.12, 0.00, -0.01, 0.00, 0.00, 0.00, 0.00, 0.00, 0.00, 0.00, -0.01, 0.00, 0.00, 0.00, 0.00, 0.00, 0.00, 0.00, 0.00, 0.00, 0.01, 0.01, 0.15, 0.17, 0.02, 0.04, 0.02, 0.02, 0.18, -0.01, 0.10, 0.08, 0.01, 0.11, 0.01, 0.01, 0.00, 0.00, 0.00, 0.01, 0.01, 0.01, 0.00, 0.17, -0.02, 0.00, 0.03, 0.00, 0.00, 0.00, 0.01, 0.00, 0.00, 0.00, 0.00, 0.00, 0.00, 0.00, 0.00, 0.00, 0.01, 0.00, 0.00, 0.00, 0.00, 0.00, 0.00, 0.00, 0.00]
}



Entry 4:
{
  "formula": "C5H7P",
  "method": "the ωB97M-V functional and the def2-TZVPD basis",
  "e_tot_ha": -535.91169,
  "homo_lumo_gap_ev": [8.12, 8.12],
  "max_force_ev_per_a": 3.7,
  "spin_multiplicity": 1,
  "elements": ["C", "C", "C", "C", "C", "P", "H", "H", "H", "H", "H", "H", "H"],
  "xyz": [[-0.60837, 1.32200, 0.03303], [0.72710, 1.22946, -0.00336], [-1.40464, 0.16550, 0.02325], [1.44056, -0.10296, -0.02103], [0.51982, -1.26263, 0.06276], [-2.99772, -0.26818, -0.01741], [-1.08042, 2.29624, 0.02497], [1.35072, 2.10911, -0.05037], [2.03962, -0.14706, -0.93637], [2.13814, -0.09037, 0.82598], [0.34456, -1.73102, 1.01535], [0.35280, -1.85898, -0.81303], [-2.82219, -1.66112, -0.14379]],
  "mulliken_charge": [-0.09, -0.53, -0.08, -0.15, -0.81, -0.21, 0.39, 0.38, 0.25, 0.25, 0.31, 0.30, -0.01]
}



Entry 5:
{
  "formula": "C4H12N2O3",
  "method": "the ωB97M-V functional and the def2-TZVPD basis",
  "e_tot_ha": -494.69937,
  "homo_lumo_gap_ev": 8.40,
  "max_force_ev_per_a": 2.7,
  "spin_multiplicity": 1,
  "elements": ["C", "C", "O", "N", "N", "O", "H", "H", "H", "H", "H", "H", "H", "H", "C", "C", "O", "H", "H", "H", "H"],
  "xyz": [[-2.49594, 0.08448, -0.21801], [-1.02180, -0.22551, -0.05779], [-0.73636, -0.69061, 1.21780], [-0.24156, 1.13920, -0.29748], [-0.48501, 2.05130, 0.79873], [-0.50920, 1.65112, -1.44658], [-2.60433, 0.72907, -1.09058], [-3.06250, -0.82949, -0.36934], [-2.87455, 0.59220, 0.66639], [-0.68360, -0.89559, -0.85584], [0.11288, -1.16260, 1.22272], [0.80456, 0.84920, -0.19175], [-0.81172, 1.51792, 1.60284], [-1.20892, 2.69637, 0.49385], [2.57368, -0.08281, -0.10676], [2.20956, -1.31314, -0.46700], [1.57675, -2.15409, 0.41585], [2.53794, 0.22291, 0.92354], [3.15194, 0.52100, -0.78265], [2.32883, -1.68019, -1.47982], [1.43937, -3.02072, 0.02190]],
  "mulliken_charge": [-1.31, 0.17, -0.59, 0.86, -0.76, -0.82, 0.37, 0.39, 0.30, 0.34, 0.40, 0.06, 0.28, 0.29, -1.06, 0.23, -0.50, 0.35, 0.33, 0.33, 0.32]
}



Entry 6:
{
  "formula": "CHFNO3S",
  "method": "the ωB97M-V functional and the def2-TZVPD basis",
  "e_tot_ha": -817.27199,
  "homo_lumo_gap_ev": 10.03,
  "max_force_ev_per_a": 3.8,
  "spin_multiplicity": 1,
  "total_charge": -1,
  "elements": ["C", "N", "O", "O", "O", "F", "S", "H"],
  "xyz": [[-0.31111, 0.48280, 0.56432], [0.40021, 1.02802, 1.38919], [-0.13378, 0.06123, -1.99384], [-0.89021, -1.84722, -0.64114], [1.39409, -0.99313, -0.39492], [-1.79363, 1.36588, 0.35438], [0.00918, -0.72497, -0.78806], [1.32524, 0.62738, 1.51008]],
  "mulliken_charge": [0.45, -0.55, -0.61, -0.62, -0.67, -0.47, 1.12, 0.34]
}



Entry 7:
{
  "formula": "C22H19BrCl5F3FeN2O3PSTe",
  "method": "the ωB97M-V functional and the def2-TZVPD basis",
  "e_tot_ha": -8630.89616,
  "homo_lumo_gap_ev": [7.40, 6.71],
  "max_force_ev_per_a": 2.5,
  "spin_multiplicity": 6,
  "elements": ["Fe", "C", "C", "C", "C", "C", "Br", "N", "C", "H", "H", "H", "H", "H", "H", "F", "C", "F", "F", "C", "C", "C", "C", "N", "C", "S", "H", "H", "H", "C", "C", "O", "P", "O", "Te", "O", "C", "C", "H", "H", "H", "H", "H", "H", "H", "H", "H", "H", "Cl", "C", "C", "C", "Cl", "C", "Cl", "C", "Cl", "C", "Cl"],
  "xyz": [[-0.58640, 0.00720, 0.38710], [5.22010, 0.22920, -0.93400], [4.14640, 0.18160, 0.10190], [4.41420, 0.04590, 1.45970], [3.36980, 0.02100, 2.37170], [2.09400, 0.10740, 1.85400], [0.53550, 0.13740, 2.92630], [1.80300, 0.21100, 0.57240], [2.81060, 0.28180, -0.28030], [6.20410, 0.21120, -0.47540], [5.12280, 1.13210, -1.53490], [5.12970, -0.63220, -1.59600], [5.43040, -0.02370, 1.81570], [3.53900, -0.05200, 3.43280], [2.54710, 0.44090, -1.31480], [-1.16930, 4.20740, -2.36730], [-0.12490, 3.75540, -3.08890], [-0.29170, 4.24440, -4.32740], [0.97250, 4.35250, -2.60420], [-0.06300, 2.25830, -3.07190], [-0.19120, 1.51410, -4.22790], [-0.23020, 0.12870, -4.13530], [-0.17550, -0.46020, -2.88190], [-0.02640, 0.23970, -1.77500], [0.03230, 1.57440, -1.84630], [0.23620, 2.36570, -0.34180], [-0.28090, 2.00770, -5.18300], [-0.32240, -0.46620, -5.02630], [-0.26750, -1.52870, -2.76170], [-5.00720, 3.14390, -2.05400], [-5.21220, 1.93070, -1.16290], [-4.20130, 0.95730, -1.41130], [-3.22400, 0.45050, -0.24400], [-2.34930, -0.57570, -0.85550], [-2.26620, 2.21530, 1.06740], [-4.22300, -0.04570, 0.92770], [-5.39780, -0.84470, 0.76700], [-5.38510, -1.95520, 1.80430], [-5.85440, 3.81700, -1.95710], [-4.92550, 2.83240, -3.09100], [-4.09810, 3.67310, -1.78040], [-6.17630, 1.46170, -1.38640], [-5.20020, 2.22800, -0.10450], [-5.44170, -1.24270, -0.25130], [-6.25680, -0.18140, 0.93220], [-4.56460, -2.64060, 1.61070], [-6.32560, -2.50060, 1.78440], [-5.24970, -1.51900, 2.79130], [-1.85760, -1.68500, 1.74380], [-0.82230, -2.71020, 0.83130], [0.15730, -2.05870, 0.09700], [0.96820, -2.89580, -0.65900], [2.21250, -2.22590, -1.65140], [0.83860, -4.28630, -0.67400], [1.88370, -5.27160, -1.62830], [-0.15810, -4.88730, 0.08950], [-0.33870, -6.59650, 0.09270], [-1.01110, -4.08750, 0.84670], [-2.27390, -4.79620, 1.77280]],
  "mulliken_spin": [3.66, 0.00, 0.00, 0.00, 0.00, 0.01, 0.03, 0.01, 0.02, 0.00, 0.00, 0.00, 0.00, 0.00, 0.00, 0.00, -0.01, 0.00, 0.01, 0.00, -0.02, 0.06, 0.00, 0.05, 0.06, 0.37, 0.00, 0.00, 0.00, 0.00, 0.00, 0.00, -0.08, 0.04, 0.63, 0.03, 0.01, 0.00, 0.00, 0.00, 0.00, 0.00, 0.01, 0.00, 0.00, 0.00, 0.00, 0.00, 0.05, 0.00, 0.09, 0.00, 0.00, 0.00, 0.00, -0.01, 0.00, 0.00, 0.00]
}